Record 1
Molecular formula: C16H44N4O4
Method: DFT, ωB97M-V with the def2-TZVPD basis set

Positions of all 68 atoms, in Å:
1 C 11.10 -4.38 8.36
2 C 10.96 -2.78 8.14
3 C 11.86 -1.87 9.05
4 O 11.76 -0.50 8.80
5 C 10.65 0.09 9.46
6 N 11.15 -2.50 6.71
7 H 10.79 -4.79 9.32
8 H 12.11 -4.73 8.18
9 H 10.44 -4.93 7.68
10 H 9.94 -2.45 8.32
11 H 12.90 -2.17 8.92
12 H 11.53 -2.09 10.07
13 H 10.65 1.15 9.19
14 H 10.85 0.12 10.53
15 H 9.67 -0.37 9.36
16 H 10.31 -2.17 6.25
17 H 11.58 -1.60 6.86
18 C 15.17 0.57 9.28
19 C 14.43 0.21 10.61
20 C 12.81 0.67 10.63
21 O 12.02 0.17 11.75
22 C 12.67 0.52 12.99
23 N 14.40 -1.20 10.71
24 H 16.10 0.19 8.85
25 H 15.22 1.66 9.25
26 H 14.55 0.10 8.51
27 H 15.01 0.57 11.47
28 H 12.43 0.26 9.69
29 H 12.76 1.76 10.60
30 H 13.60 -0.05 13.06
31 H 12.02 0.24 13.81
32 H 12.84 1.59 13.09
33 H 13.84 -1.59 11.46
34 H 15.29 -1.67 10.76
35 C 12.61 2.60 8.13
36 C 12.28 1.65 7.06
37 C 12.70 2.22 5.65
38 O 12.39 3.63 5.41
39 C 12.95 4.15 4.19
40 N 12.98 0.39 7.20
41 H 12.04 3.51 7.96
42 H 13.68 2.79 8.16
43 H 12.34 2.25 9.13
44 H 11.20 1.63 7.19
45 H 12.27 1.57 4.88
46 H 13.77 2.07 5.51
47 H 13.09 5.21 4.37
48 H 12.26 4.02 3.37
49 H 13.92 3.73 3.92
50 H 12.66 -0.05 8.05
51 H 12.69 -0.35 6.58
52 C 8.21 2.25 6.43
53 C 8.81 3.50 7.20
54 C 9.74 3.13 8.35
55 O 10.56 4.19 8.83
56 C 9.85 5.09 9.68
57 N 9.62 4.07 6.17
58 H 7.52 2.56 5.64
59 H 7.58 1.66 7.08
60 H 8.90 1.55 5.95
61 H 8.18 4.35 7.45
62 H 10.43 2.32 8.10
63 H 9.08 2.69 9.10
64 H 9.78 4.82 10.73
65 H 8.84 5.32 9.33
66 H 10.30 6.08 9.64
67 H 10.35 3.43 5.90
68 H 10.10 4.79 6.68

Its calculated total energy is -1155.62447 a.u. The HOMO energy comes out at -0.3015 Ha. Its energy above the lowest of the compared OMol25 structures with the same formula, charge and spin is 777.1 kJ/mol. The gap between HOMO and LUMO is 8.866 eV. The charge is 0.

Here are the Löwdin charges for atoms 1 to 8, given in e: number 1, C, carries -0.044; number 2, C, carries -0.359; number 3, C, carries -0.143; number 4, O, carries -0.270; number 5, C, carries -0.021; number 6, N, carries 0.043; number 7, H, carries 0.058; number 8, H, carries 0.067

Record 2
Molecular formula: C5H12NOP3
Method: DFT, ωB97M-V with the def2-TZVPD basis set

Positions of all 22 atoms, in Å:
1 C 0.16 1.27 -1.47
2 C -1.29 0.92 -1.34
3 C -1.07 0.18 -0.06
4 C -1.20 -1.30 -0.26
5 C -1.50 0.55 1.34
6 N 0.58 0.82 -0.28
7 O 0.71 1.82 -2.39
8 P 2.01 -1.74 -1.01
9 P 1.81 -0.19 2.36
10 P 2.09 0.19 0.15
11 H -1.84 1.92 -1.29
12 H -1.67 0.41 -2.19
13 H -0.95 -2.01 0.59
14 H -0.74 -1.68 -1.14
15 H -2.29 -1.44 -0.24
16 H -1.02 1.56 1.58
17 H -1.46 -0.21 2.09
18 H -2.50 0.72 1.16
19 H 2.74 -1.36 -2.18
20 H 3.08 -1.98 -0.23
21 H 3.08 0.40 2.55
22 H 1.27 1.14 2.25

Its calculated total energy is -1351.67965 a.u. The HOMO energy comes out at -0.2905 Ha. The structure (SMILES) is CC1(C)CC(=O)N1P(P)#[PH2]. Its energy above the lowest of the compared OMol25 structures with the same formula, charge and spin is 10.6 kJ/mol. The gap between HOMO and LUMO is 8.520 eV. The charge is 0.

Here are the Löwdin charges for atoms 1 to 8, given in e: number 1, C, carries -0.628; number 2, C, carries -0.058; number 3, C, carries -0.400; number 4, C, carries -0.102; number 5, C, carries -0.060; number 6, N, carries -0.299; number 7, O, carries 0.062; number 8, P, carries 0.535

Record 3
Molecular formula: C4H7N
Method: DFT, ωB97M-V with the def2-TZVPD basis set

Positions of all 12 atoms, in Å:
1 C 1.01 0.29 -0.35
2 C -0.39 0.71 0.24
3 C -1.53 -0.21 0.05
4 C -2.69 -0.63 -0.11
5 H 2.30 -1.26 -0.45
6 H 1.91 -0.86 1.10
7 H 0.89 0.15 -1.39
8 H 1.72 1.17 -0.23
9 H -0.28 1.06 1.30
10 H -0.78 1.66 -0.21
11 H -3.72 -1.08 -0.11
12 N 1.56 -1.01 0.16

Its calculated total energy is -211.27325 a.u. The HOMO energy comes out at -0.3498 Ha. The structure (SMILES) is C#CCCN. Its energy above the lowest of the compared OMol25 structures with the same formula, charge and spin is 229.5 kJ/mol. The gap between HOMO and LUMO is 10.505 eV. The charge is 0.

Here are the Löwdin charges for atoms 1 to 8, given in e: number 1, C, carries -0.278; number 2, C, carries -0.225; number 3, C, carries -0.158; number 4, C, carries 0.078; number 5, H, carries 0.043; number 6, H, carries 0.065; number 7, H, carries 0.083; number 8, H, carries 0.118

Record 4
Molecular formula: C9H5N3P
Method: DFT, ωB97M-V with the def2-TZVPD basis set

Positions of all 18 atoms, in Å:
1 C -4.25 -1.99 1.60
2 C -2.73 -4.10 0.72
3 C -4.10 -2.35 -1.07
4 C 1.14 0.71 -0.07
5 C 1.26 -0.61 -0.23
6 C -0.11 1.33 0.08
7 C 0.11 -1.50 -0.09
8 C -1.32 0.55 0.19
9 C -1.02 -0.70 0.11
10 N -5.08 -1.70 2.31
11 N -2.51 -5.19 0.98
12 N -4.76 -2.18 -1.96
13 P -3.02 -2.40 0.36
14 H 2.01 1.38 0.06
15 H 2.22 -1.08 -0.38
16 H -0.22 2.34 -0.15
17 H 0.18 -2.49 -0.50
18 H -2.21 1.12 0.26

Its calculated total energy is -851.10679 a.u. The HOMO energy comes out at -0.5429 Ha. Its energy above the lowest of the compared OMol25 structures with the same formula, charge and spin is 48.4 kJ/mol. The gap between HOMO and LUMO is 8.099 eV. The charge is +1.

Here are the Löwdin charges for atoms 1 to 8, given in e: number 1, C, carries -0.358; number 2, C, carries -0.360; number 3, C, carries -0.359; number 4, C, carries -0.058; number 5, C, carries -0.028; number 6, C, carries 0.024; number 7, C, carries 0.002; number 8, C, carries -0.031